{
  "formula": "C44H43N10O2ReS2SeTe",
  "method": "wB97M-V/def2-TZVPD",
  "lumo_ev": [-9.3438, -9.0940],
  "charge": 3,
  "multiplicity": 2,
  "homo_energy_ev": [-13.34, -13.34],
  "species": ["Re", "C", "O", "C", "C", "C", "C", "C", "C", "C", "N", "C", "C", "N", "C", "C", "C", "C", "N", "C", "C", "N", "C", "C", "C", "C", "H", "H", "H", "H", "H", "H", "H", "H", "H", "H", "H", "H", "H", "H", "C", "O", "C", "S", "S", "H", "H", "H", "C", "N", "C", "C", "N", "N", "C", "C", "H", "H", "H", "H", "H", "H", "H", "H", "H", "H", "H", "H", "H", "Te", "C", "C", "C", "C", "C", "C", "C", "C", "C", "C", "C", "C", "H", "H", "H", "H", "H", "H", "H", "H", "H", "H", "Se", "N", "C", "C", "C", "C", "N", "C", "N", "H", "H", "H"],
  "coordinates": [[-1.3412, 0.2243, -0.5612], [10.1229, 0.2503, 7.0289], [8.7740, 0.2358, 7.4982], [7.7832, 0.2039, 6.6074], [7.9604, 0.1818, 5.2213], [6.8551, 0.1484, 4.3940], [5.5627, 0.1348, 4.9181], [5.3990, 0.1602, 6.3107], [6.4871, 0.1945, 7.1445], [4.4344, 0.0946, 4.0115], [4.4997, 0.1463, 2.6880], [3.2169, 0.0837, 2.2631], [2.3297, -0.0110, 3.3248], [3.1296, -0.0059, 4.4367], [0.9272, -0.1056, 3.1495], [-0.0270, -0.2472, 4.1743], [-1.3569, -0.3279, 3.8552], [-1.7489, -0.2506, 2.5185], [-0.8771, -0.1137, 1.5252], [0.4531, -0.0511, 1.8223], [1.3569, 0.0555, 0.7163], [0.8089, 0.1069, -0.5309], [1.6241, 0.1639, -1.5757], [3.0144, 0.1824, -1.4543], [3.5827, 0.1613, -0.2050], [2.7432, 0.1005, 0.9176], [10.7423, 0.2775, 7.9185], [10.3119, 1.1379, 6.4237], [10.3428, -0.6522, 6.4569], [8.9494, 0.1891, 4.7890], [6.9885, 0.1294, 3.3211], [4.4147, 0.1639, 6.7653], [6.3753, 0.2177, 8.2194], [2.8445, -0.0675, 5.3991], [0.2848, -0.2912, 5.2099], [-2.1135, -0.4362, 4.6190], [-2.7975, -0.2866, 2.2627], [1.1655, 0.2069, -2.5516], [3.6208, 0.2200, -2.3483], [4.6550, 0.1862, -0.0583], [2.3633, 3.8641, -0.4928], [1.0778, 3.2325, -0.7451], [0.3033, 3.0195, 0.2962], [0.5807, 3.2954, 1.8617], [-1.3225, 2.4075, -0.1913], [2.8261, 3.9656, -1.4681], [2.9557, 3.2334, 0.1670], [2.2031, 4.8356, -0.0306], [-0.5171, -0.3050, -6.0175], [-0.5381, -0.5483, -4.5711], [-0.4094, -1.9507, -4.1811], [-0.8704, 0.3962, -3.6825], [-1.5208, 0.0216, -2.5406], [-0.5627, 1.6745, -3.9087], [0.5918, 2.0799, -4.7112], [-1.3877, 2.7809, -3.4348], [-1.0843, -1.1005, -6.4998], [0.4972, -0.3131, -6.4150], [-0.9952, 0.6421, -6.2465], [0.3867, -2.4010, -4.7720], [-1.3332, -2.5011, -4.3733], [-0.1513, -2.0286, -3.1274], [-2.1700, -0.7484, -2.7299], [1.2834, 1.2502, -4.8303], [1.0950, 2.8866, -4.1782], [0.2973, 2.4498, -5.6930], [-2.2930, 2.4050, -2.9718], [-1.6594, 3.3946, -4.2952], [-0.8269, 3.3993, -2.7324], [-4.0548, 0.7086, -0.0818], [-4.5824, 1.6387, -1.8898], [-4.8623, 2.9988, -1.8607], [-5.1659, 3.6527, -3.0507], [-5.2001, 2.9471, -4.2432], [-4.9295, 1.5819, -4.2594], [-4.6117, 0.9215, -3.0826], [-5.2879, -0.9972, -0.1639], [-4.9484, -2.1059, 0.6042], [-5.8111, -3.1912, 0.6528], [-7.0076, -3.1616, -0.0554], [-7.3464, -2.0424, -0.8012], [-6.4901, -0.9471, -0.8541], [-4.8628, 3.5484, -0.9275], [-5.3968, 4.7095, -3.0361], [-5.4581, 3.4563, -5.1623], [-4.9829, 1.0316, -5.1901], [-4.4045, -0.1406, -3.0869], [-4.0219, -2.1351, 1.1695], [-5.5584, -4.0557, 1.2531], [-7.6831, -4.0051, -0.0081], [-8.2884, -2.0076, -1.3323], [-6.7747, -0.0713, -1.4230], [-4.3255, -3.5238, -2.7124], [-3.5622, -4.7836, -1.7712], [-2.5939, -4.2176, -1.0692], [-1.7180, -4.9158, -0.1972], [-0.7533, -4.1838, 0.4181], [-0.6837, -2.7839, 0.2142], [-1.4906, -2.0708, -0.5479], [-2.4381, -2.7984, -1.2512], [-3.2535, -2.2426, -2.1238], [-1.8276, -5.9834, -0.0586], [-0.0312, -4.6400, 1.0800], [0.0897, -2.2396, 0.7382]],
  "forces_ev_per_a": [[-0.124, 0.060, -0.067], [-0.003, 0.001, 0.003], [0.010, 0.001, -0.002], [0.003, 0.001, 0.017], [-0.001, 0.001, -0.005], [-0.011, -0.002, 0.007], [0.005, 0.000, -0.021], [0.002, 0.001, 0.006], [-0.010, -0.002, -0.014], [0.029, 0.002, 0.012], [-0.012, -0.001, 0.003], [-0.006, -0.004, -0.006], [0.018, 0.002, -0.008], [-0.019, -0.005, -0.012], [-0.010, -0.003, 0.026], [0.019, 0.001, 0.000], [-0.018, 0.005, -0.024], [-0.012, 0.004, 0.021], [0.059, -0.016, 0.038], [-0.015, 0.012, -0.013], [-0.021, 0.011, 0.002], [0.024, -0.080, -0.032], [0.018, 0.008, 0.011], [-0.010, 0.001, 0.008], [-0.007, -0.002, 0.001], [0.037, 0.002, 0.003], [0.002, 0.000, -0.001], [0.000, -0.001, -0.001], [0.001, 0.001, -0.001], [-0.001, 0.000, 0.002], [-0.002, 0.000, -0.001], [0.000, -0.001, 0.001], [0.002, 0.000, 0.001], [-0.002, 0.002, 0.001], [-0.002, -0.001, 0.000], [0.001, 0.001, 0.001], [0.002, -0.008, -0.010], [0.016, -0.009, 0.006], [0.003, -0.003, 0.002], [0.000, 0.005, -0.002], [-0.025, -0.021, -0.003], [0.011, 0.014, -0.004], [-0.023, 0.003, 0.072], [0.006, -0.011, -0.049], [0.009, -0.044, -0.056], [0.003, 0.001, 0.001], [0.011, 0.003, 0.001], [0.005, 0.003, 0.000], [0.014, 0.005, -0.007], [-0.026, 0.037, 0.030], [-0.003, -0.016, -0.012], [0.021, 0.031, 0.018], [-0.034, -0.029, 0.070], [0.023, -0.026, 0.022], [-0.016, -0.013, -0.007], [0.014, 0.025, -0.031], [0.002, 0.000, 0.002], [0.002, 0.001, 0.002], [-0.002, 0.014, 0.002], [0.000, 0.001, 0.000], [0.003, 0.002, -0.001], [0.003, 0.002, 0.010], [0.016, -0.010, 0.008], [0.001, -0.007, -0.008], [-0.001, -0.001, 0.003], [0.002, 0.000, -0.003], [-0.031, -0.006, 0.024], [-0.010, -0.001, 0.003], [-0.006, -0.012, -0.005], [-0.013, 0.056, -0.005], [0.033, -0.040, -0.044], [-0.013, 0.006, 0.021], [-0.003, 0.007, 0.020], [-0.005, -0.004, -0.013], [-0.006, -0.003, 0.007], [-0.014, 0.039, -0.010], [0.029, -0.020, 0.020], [-0.003, 0.003, -0.015], [0.004, -0.018, -0.009], [0.005, -0.009, 0.005], [0.002, 0.026, -0.003], [0.025, -0.027, -0.025], [0.006, 0.001, -0.004], [0.005, -0.001, 0.002], [0.004, -0.002, -0.001], [-0.001, -0.002, -0.001], [-0.025, -0.013, 0.002], [0.010, -0.001, -0.003], [0.000, 0.002, 0.000], [0.000, 0.001, -0.001], [0.001, -0.003, 0.000], [0.005, 0.011, -0.011], [-0.019, -0.009, -0.018], [0.000, 0.005, 0.022], [-0.029, -0.023, -0.013], [0.013, -0.007, 0.009], [0.009, -0.001, -0.001], [0.005, -0.002, -0.012], [0.038, 0.028, -0.011], [-0.010, 0.043, 0.019], [0.017, 0.028, 0.039], [-0.002, 0.000, -0.001], [-0.001, 0.001, 0.002], [-0.001, -0.004, 0.003]],
  "lowdin_charge": [1.06, -0.04, -0.05, -0.27, 0.01, -0.01, -0.17, -0.02, 0.03, -0.22, 0.20, -0.17, -0.12, 0.20, -0.06, 0.06, 0.01, -0.11, -0.09, -0.21, -0.18, -0.04, -0.09, 0.00, 0.06, -0.05, 0.10, 0.10, 0.10, 0.11, 0.12, 0.11, 0.13, 0.16, 0.14, 0.13, 0.06, 0.09, 0.13, 0.14, -0.03, -0.21, -1.20, 0.84, 0.62, 0.10, 0.08, 0.10, 0.00, -0.11, -0.01, -0.41, -0.07, -0.11, -0.01, -0.03, 0.11, 0.11, 0.10, 0.11, 0.09, 0.08, 0.02, 0.09, 0.10, 0.11, 0.05, 0.12, 0.07, 1.49, -0.53, -0.13, -0.05, -0.05, -0.06, -0.16, -0.52, -0.17, -0.07, -0.06, -0.06, -0.12, 0.11, 0.12, 0.12, 0.12, 0.07, 0.09, 0.12, 0.12, 0.12, 0.11, 1.27, -0.18, -0.37, 0.06, 0.00, -0.09, -0.01, -0.46, -0.25, 0.14, 0.13, 0.10]
}



{
  "formula": "C44H43N5P2SSc",
  "method": "wB97M-V/def2-TZVPD",
  "lumo_ev": -8.6892,
  "charge": 3,
  "homo_energy_ev": -15.49,
  "species": ["Sc", "C", "C", "P", "C", "C", "C", "C", "C", "C", "C", "C", "C", "C", "C", "C", "C", "P", "C", "C", "C", "C", "C", "C", "C", "C", "C", "C", "C", "C", "H", "H", "H", "H", "H", "H", "H", "H", "H", "H", "H", "H", "H", "H", "H", "H", "H", "H", "H", "H", "H", "H", "H", "H", "H", "H", "C", "N", "C", "C", "N", "H", "H", "H", "H", "H", "H", "N", "C", "N", "C", "C", "C", "C", "C", "C", "S", "H", "H", "H", "H", "H", "H", "N", "C", "C", "C", "C", "C", "C", "C", "H", "H", "H", "H", "H"],
  "coordinates": [[-0.6686, -0.3627, -0.8032], [3.1844, -0.9215, -1.2623], [1.9113, -1.7828, -1.2549], [1.7425, -2.1377, 0.6122], [2.4712, -3.8033, 0.6157], [1.7963, -4.9377, 0.1611], [2.4192, -6.1714, 0.1739], [3.7282, -6.2812, 0.6368], [4.4021, -5.1624, 1.0961], [3.7728, -3.9227, 1.0930], [0.0660, -2.4543, 1.3968], [0.3771, -2.6493, 2.7658], [-0.5723, -2.7544, 3.7517], [-1.9218, -2.5918, 3.4325], [-2.2752, -2.3747, 2.1237], [-1.2969, -2.3424, 1.1194], [2.8760, 0.5675, -1.1014], [1.5419, 1.0438, 0.0740], [2.0623, 0.8849, 1.7897], [3.3852, 1.1144, 2.1559], [3.7498, 1.0367, 3.4906], [2.7961, 0.7466, 4.4582], [1.4730, 0.5329, 4.0951], [1.1058, 0.5964, 2.7600], [1.4489, 2.8515, -0.1398], [0.5964, 3.5535, 0.7128], [0.5214, 4.9344, 0.6534], [1.3110, 5.6363, -0.2493], [2.1762, 4.9483, -1.0860], [2.2415, 3.5615, -1.0402], [3.7299, -1.0628, -2.1965], [3.8528, -1.2588, -0.4659], [2.0579, -2.7273, -1.7797], [1.1346, -1.2807, -1.8565], [0.7668, -4.8565, -0.1746], [1.8921, -7.0537, -0.1643], [4.2154, -7.2466, 0.6473], [5.4140, -5.2522, 1.4667], [4.2939, -3.0516, 1.4730], [1.4232, -2.7245, 3.0453], [-0.2696, -2.9459, 4.7717], [-2.6820, -2.6456, 4.1994], [-3.3191, -2.2680, 1.8512], [-2.7968, -2.5034, -0.2863], [2.5047, 0.9334, -2.0671], [3.7794, 1.1404, -0.8876], [4.1339, 1.3603, 1.4124], [4.7773, 1.2127, 3.7786], [3.0851, 0.6947, 5.4991], [0.7308, 0.3182, 4.8526], [0.0721, 0.4139, 2.4767], [0.0223, 3.0228, 1.4658], [-0.1308, 5.4668, 1.3336], [1.2682, 6.7166, -0.2836], [2.8145, 5.4902, -1.7711], [2.9341, 3.0615, -1.7021], [-0.2355, -4.0709, -2.9699], [-1.0551, -3.7062, -1.8035], [-1.9333, -4.7739, -1.2832], [-0.9740, -2.5305, -1.2899], [-1.8338, -2.1841, -0.2191], [-0.8807, -4.4907, -3.7418], [0.4902, -4.8259, -2.6688], [0.2700, -3.1852, -3.3437], [-1.5577, -5.7303, -1.6357], [-2.9498, -4.6394, -1.6575], [-1.9274, -4.7613, -0.1954], [-3.2814, -1.6995, -2.9901], [-2.9126, -0.3909, -3.0911], [-1.7373, 0.0709, -2.6801], [-1.6419, 1.4425, -3.0034], [-0.5268, 2.2408, -2.7986], [-0.6102, 3.5878, -3.1158], [-1.7784, 4.1311, -3.6488], [-2.8917, 3.3390, -3.8774], [-2.8015, 1.9966, -3.5438], [-3.9969, 0.7528, -3.7677], [-2.5558, -2.3570, -3.2293], [-4.1747, -1.9381, -3.3986], [0.4134, 1.8292, -2.4453], [0.2527, 4.2210, -2.9673], [-1.8079, 5.1785, -3.9152], [-3.7896, 3.7517, -4.3163], [-1.8992, 1.1726, 0.1300], [-2.4314, 2.1113, 0.5402], [-3.0633, 3.2979, 0.9827], [-2.9695, 4.4363, 0.1706], [-3.5797, 5.6006, 0.5927], [-4.2653, 5.6256, 1.8039], [-4.3508, 4.4920, 2.6051], [-3.7511, 3.3145, 2.2013], [-2.4217, 4.3926, -0.7620], [-3.5252, 6.4917, -0.0170], [-4.7410, 6.5418, 2.1272], [-4.8878, 4.5294, 3.5422], [-3.8122, 2.4236, 2.8110]],
  "forces_ev_per_a": [[0.101, -0.270, -0.316], [-0.016, -0.034, -0.061], [0.073, 0.046, 0.079], [0.049, -0.214, -0.099], [-0.112, -0.029, -0.018], [-0.032, 0.005, 0.007], [0.031, -0.018, 0.004], [-0.002, -0.012, -0.007], [0.002, -0.012, -0.002], [-0.004, 0.026, -0.016], [0.085, 0.249, 0.125], [0.013, 0.001, -0.016], [-0.053, -0.016, -0.009], [0.042, 0.013, 0.001], [0.028, -0.052, 0.007], [-0.090, 0.010, 0.066], [-0.020, -0.036, 0.012], [0.060, 0.155, -0.165], [0.009, -0.031, 0.052], [-0.019, 0.018, 0.026], [0.016, 0.000, -0.010], [-0.029, -0.009, 0.014], [0.033, 0.011, 0.028], [0.014, 0.042, -0.025], [0.014, 0.047, -0.026], [-0.036, -0.038, 0.051], [0.002, 0.027, 0.023], [0.000, -0.013, -0.003], [-0.027, 0.026, -0.014], [-0.008, -0.013, 0.011], [-0.024, -0.004, -0.013], [0.030, 0.023, -0.027], [-0.020, -0.018, 0.085], [0.019, 0.129, 0.070], [0.016, -0.002, 0.023], [-0.001, -0.012, 0.001], [0.001, -0.005, 0.000], [0.004, 0.001, 0.003], [0.009, 0.004, 0.004], [-0.004, 0.011, 0.009], [0.001, -0.002, 0.009], [-0.009, -0.003, 0.006], [-0.006, 0.000, -0.004], [-0.005, 0.030, 0.023], [0.035, 0.048, 0.023], [0.008, -0.035, 0.029], [0.004, -0.001, -0.001], [0.003, -0.001, 0.003], [0.000, 0.004, 0.007], [-0.003, -0.002, 0.006], [0.008, 0.010, 0.015], [0.009, 0.014, -0.020], [-0.003, 0.003, -0.004], [0.008, 0.005, 0.006], [0.005, 0.002, -0.011], [0.017, -0.022, -0.015], [-0.032, 0.035, -0.033], [0.001, 0.076, 0.012], [-0.008, 0.020, 0.006], [0.113, -0.145, 0.025], [-0.147, 0.002, -0.047], [0.013, -0.002, -0.001], [0.007, -0.001, -0.010], [-0.001, -0.029, -0.004], [0.005, -0.005, 0.016], [0.006, -0.012, -0.001], [-0.016, -0.009, 0.001], [-0.002, -0.005, 0.070], [0.058, -0.066, 0.002], [-0.168, 0.134, -0.153], [-0.025, 0.054, 0.070], [0.021, 0.064, -0.039], [0.043, -0.009, 0.032], [-0.009, -0.010, -0.010], [0.042, 0.021, 0.024], [-0.013, 0.005, 0.014], [0.017, 0.020, 0.005], [0.026, -0.028, -0.026], [-0.006, 0.010, -0.013], [-0.007, -0.018, -0.020], [0.020, 0.003, 0.012], [0.003, 0.012, 0.002], [-0.008, 0.000, -0.006], [-0.144, -0.180, 0.232], [-0.006, 0.024, -0.149], [0.012, -0.034, 0.031], [-0.004, -0.011, 0.011], [-0.003, -0.005, 0.006], [0.003, 0.006, -0.011], [0.005, -0.026, 0.003], [-0.021, 0.049, -0.002], [-0.002, 0.007, -0.011], [0.002, 0.004, -0.003], [-0.002, 0.006, 0.003], [-0.004, 0.001, 0.006], [0.004, -0.010, 0.005]],
  "lowdin_charge": [0.92, -0.28, -0.36, 1.10, -0.39, -0.10, -0.06, -0.04, -0.04, -0.08, -0.29, -0.11, -0.03, -0.03, -0.02, -0.28, -0.32, 0.99, -0.41, -0.07, -0.04, -0.04, -0.06, -0.14, -0.36, -0.10, -0.06, -0.04, -0.06, -0.09, 0.13, 0.10, 0.08, 0.03, 0.08, 0.11, 0.12, 0.12, 0.11, 0.11, 0.13, 0.13, 0.13, 0.14, 0.09, 0.10, 0.11, 0.12, 0.12, 0.12, 0.09, 0.10, 0.12, 0.12, 0.12, 0.10, 0.01, -0.16, 0.03, -0.23, -0.04, 0.11, 0.11, 0.10, 0.11, 0.11, 0.11, 0.12, -0.65, -0.02, -0.33, -0.03, -0.04, -0.04, -0.04, -0.44, 1.21, 0.09, 0.12, 0.08, 0.11, 0.13, 0.13, 0.15, -0.06, -0.22, -0.01, -0.03, -0.01, -0.03, 0.00, 0.11, 0.12, 0.13, 0.13, 0.13]
}



The calculation returns the following energy above the lowest of the compared OMol25 structures with the same formula, charge and spin values, one per record and in order: 0.00; 292.93 kJ/mol.
The calculation returns the following molecular weight values, one per record and in order: 1200.797; 780.834 g mol⁻¹.